{
  "formula": "C29H20F3N5O6Re",
  "method": "the ωB97M-V functional and the def2-TZVPD basis",
  "species": ["C", "C", "H", "H", "C", "H", "H", "C", "H", "C", "H", "C", "H", "C", "C", "N", "F", "H", "H", "H", "C", "O", "C", "C", "C", "C", "C", "N", "N", "H", "C", "C", "C", "C", "C", "N", "C", "N", "F", "O", "C", "O", "C", "C", "F", "H", "Re", "C", "O", "H", "H", "C", "H", "C", "H", "H", "O", "C", "H", "O", "C", "H", "H", "C"],
  "coordinates": [[-4.8437, 2.5154, -3.1540], [-5.0753, -1.7067, 3.7426], [4.9047, -0.7798, 2.9276], [1.3281, 3.1521, 1.1118], [-4.3739, 3.3060, -2.0805], [-4.7026, 0.5983, -4.1505], [-5.5870, -2.7255, 1.9128], [0.0306, -3.2407, -0.6813], [-4.1421, -2.9264, 0.3637], [-4.3597, 1.1956, -3.3310], [-6.0399, -1.8250, 4.2081], [-1.3139, -0.7904, 1.8396], [5.1628, 4.3765, -1.7241], [-2.8130, -0.8823, 3.8810], [-3.3422, 0.7658, -2.5273], [2.7025, -0.6487, 0.2078], [1.8601, -4.5026, -1.2601], [-4.8066, 4.2789, -1.9516], [3.3833, 0.9366, -3.6122], [2.0871, -0.4687, 3.5000], [2.0301, -0.5269, 2.3964], [-1.1446, -3.4745, -0.8878], [-3.5368, -2.0278, 1.8817], [3.4933, 3.5057, -0.6492], [-4.0794, -0.9915, 4.4000], [1.3886, 2.4618, 0.2964], [-3.1934, 2.9487, -1.4389], [0.8304, -0.5195, 1.7774], [-0.9217, 2.1012, -0.1059], [5.1576, 2.7515, -3.5032], [4.9195, -1.3326, -0.4287], [0.9253, -4.4197, -0.2505], [5.3777, -1.3163, 0.8942], [4.3739, 2.7033, -2.7466], [-1.3981, 1.3427, -1.0932], [0.3203, 1.6632, 0.1324], [2.5529, 1.5200, -1.7903], [-0.1835, -0.8303, 2.5779], [0.3802, -5.6098, -0.0959], [-1.2108, -0.5365, 0.5984], [3.1224, -0.6749, 1.5579], [-0.7002, 0.3305, -1.6454], [4.3773, 3.6003, -1.6810], [2.4965, 2.4555, -0.6279], [1.5839, -4.1384, 0.9021], [-5.5757, 2.9146, -3.8361], [0.7351, -0.2234, -0.1843], [4.4952, -0.9414, 1.9090], [1.7375, 0.4539, -1.9143], [-2.6450, 3.7496, -0.9067], [5.5505, -1.6139, -1.2507], [-2.6744, 1.6668, -1.6607], [-2.8989, -0.2499, -2.6932], [3.4926, 1.6615, -2.7969], [6.4099, -1.5045, 1.1105], [3.6150, 4.1616, 0.2412], [0.7205, -2.1521, -0.8941], [-2.5216, -1.3035, 2.5252], [-4.2974, -0.6001, 5.4020], [-3.3012, -2.5190, 0.6266], [3.6131, -1.0326, -0.7115], [3.2737, -1.2488, -1.6833], [-1.9788, -0.6061, 4.5327], [-4.7704, -2.2265, 2.4920]],
  "forces_ev_per_a": [[0.3, -0.7, 1.1], [0.8, 0.3, -0.9], [-0.8, -0.4, -0.7], [0.3, 0.5, 0.4], [0.2, -0.6, -1.7], [-0.3, -0.3, -0.2], [0.9, 0.2, 0.5], [-1.5, -0.3, -0.5], [0.5, 0.0, -0.3], [-0.4, 1.8, 0.1], [-0.2, -0.1, -0.2], [2.0, -1.9, 1.5], [-0.6, -0.4, 0.4], [1.0, -0.6, -1.3], [1.8, -0.9, 0.2], [2.0, -0.7, 1.9], [-0.2, -0.5, 0.8], [0.0, 0.4, 0.1], [0.5, 0.4, 0.3], [-0.2, -0.3, -0.9], [-1.1, 0.4, 1.1], [1.1, 0.6, 0.2], [0.7, 0.4, -0.8], [-0.3, -0.5, 1.3], [-0.1, -0.3, 1.3], [3.0, 1.8, -0.7], [-0.2, 0.4, -0.1], [2.8, -0.9, 1.4], [0.1, -0.1, -1.6], [-0.3, 0.3, 0.1], [-0.1, -0.2, 0.6], [1.6, 0.7, -0.5], [-1.1, 1.1, 0.3], [0.8, -0.3, -0.8], [1.2, -1.3, -0.2], [-0.4, -1.8, 0.4], [-1.0, -0.2, 1.5], [-2.2, 0.9, -0.2], [-0.4, 0.2, -0.2], [0.1, -0.4, -0.4], [1.1, 0.1, -1.7], [-0.8, 1.2, 2.3], [1.1, 0.8, -0.2], [-0.9, 0.0, -1.0], [0.0, 0.0, -0.3], [-0.3, 0.0, 0.0], [-2.9, 0.3, -3.6], [-0.2, 0.3, -0.5], [0.1, 0.4, 1.9], [-0.3, -1.0, 0.0], [0.2, -0.1, -0.1], [-1.3, 0.3, -0.5], [-0.4, 1.1, 0.4], [-0.6, -0.2, -0.2], [0.3, -0.2, 0.2], [-0.4, -0.4, -0.8], [-0.3, -0.6, 0.3], [-1.3, 0.9, 1.0], [0.3, -0.2, -0.4], [-0.8, 0.3, 0.8], [0.1, -0.4, 0.6], [-0.6, 0.4, -1.0], [-0.3, 0.6, -0.5], [-1.6, -0.4, 0.0]],
  "lowdin_charge": [-0.06, -0.07, 0.13, 0.11, -0.07, 0.10, 0.13, -0.49, 0.11, -0.08, 0.11, -0.34, 0.11, -0.01, -0.01, -0.05, 0.11, 0.09, 0.13, 0.14, -0.06, 0.12, -0.25, -0.05, -0.11, -0.09, -0.02, -0.18, 0.13, 0.11, -0.03, -0.52, -0.04, -0.10, -0.39, -0.24, -0.31, 0.10, 0.18, -0.09, -0.20, -0.14, -0.12, -0.11, 0.13, 0.09, 1.85, 0.01, -0.22, 0.12, 0.11, -0.16, 0.14, -0.04, 0.11, 0.12, -0.16, -0.05, 0.11, 0.07, -0.10, 0.11, 0.11, -0.02],
  "homo_ev": [-6.4, -7.9],
  "multiplicity": 4,
  "total_charge": 0,
  "s_squared": 3.809
}